Entry i
A 2-piece molecular cluster, C3H7OS overall, computed with the ωB97M-V functional and the def2-TZVPD basis.

Positions of all 12 atoms, in Å:
1 H 1.40 -2.20 1.15
2 H 2.05 -2.65 -0.43
3 H -0.44 1.53 -1.32
4 H -0.88 -0.32 0.13
5 H -2.21 1.52 -1.56
6 H 0.33 -2.20 -0.24
7 C -1.41 1.61 -0.83
8 C 1.35 -1.98 0.08
9 S 1.86 -0.23 -0.23
10 H -1.46 2.61 -0.38
11 C -1.55 0.54 0.22
12 O -2.47 0.55 1.01

Calculated values
net charge = -1
orbital gap = 6.474 eV
E_HOMO = -2.41 eV
2S+1 = 1

For reference, the Mulliken charges in units of e are:
1 H 0.18
2 H 0.24
3 H 0.26
4 H -0.03
5 H 0.25
6 H 0.19
7 C -0.75
8 C -0.82
9 S -0.72
10 H 0.23
11 C 0.54
12 O -0.56

***

Entry ii
A 2-piece molecular cluster, C3H7OS overall, computed with the ωB97M-V functional and the def2-TZVPD basis.

Positions of all 12 atoms, in Å:
1 C 0.45 -0.75 -1.63
2 H -0.71 0.61 2.07
3 H 0.18 0.34 -1.47
4 H -0.11 2.10 2.61
5 H 1.55 -0.77 -1.59
6 O -0.09 -2.81 -0.64
7 H 0.86 1.32 1.34
8 C -0.23 1.50 1.70
9 H 0.09 -1.13 -2.57
10 C -0.13 -1.66 -0.55
11 H -0.57 -1.07 0.27
12 S -1.29 2.33 0.45

Calculated values
net charge = -1
orbital gap = 6.189 eV
E_HOMO = -2.37 eV
2S+1 = 1

For reference, the Mulliken charges in units of e are:
1 C -0.77
2 H 0.19
3 H 0.21
4 H 0.28
5 H 0.23
6 O -0.48
7 H 0.15
8 C -0.84
9 H 0.29
10 C 0.25
11 H 0.24
12 S -0.73

***

entry i wins, 7.3 kcal/mol ahead of the next structure.

***

Entry i
A single C15H16N2O3 molecule, computed with the ωB97M-V functional and the def2-TZVPD basis.

Positions of all 36 atoms, in Å:
1 H 5.73 2.43 1.05
2 C -7.16 0.87 -0.36
3 H 4.19 -2.49 0.03
4 C -0.77 -0.59 -0.49
5 C 0.59 -1.18 -0.31
6 H -5.76 -1.31 1.44
7 O 4.09 -0.06 -0.56
8 C -5.94 -0.54 0.72
9 C 0.80 -2.52 -0.01
10 H 4.95 0.99 1.72
11 H 3.56 3.20 0.12
12 C 1.67 -0.33 -0.51
13 H 4.54 2.59 2.35
14 H 3.26 1.52 -1.62
15 O -7.19 -0.08 0.59
16 H 2.75 1.81 0.86
17 C 3.69 2.15 0.42
18 C -5.91 1.04 -0.84
19 C 4.00 1.33 -0.83
20 C -5.09 0.11 -0.13
21 C 2.10 -2.99 0.11
22 H -3.19 0.56 -1.06
23 C 3.18 -2.14 -0.06
24 C -3.67 -0.07 -0.31
25 H 1.44 0.69 -0.77
26 O -0.98 0.35 -1.23
27 H -1.44 -1.90 0.93
28 H -0.02 -3.21 0.10
29 N -1.73 -1.18 0.29
30 H 4.99 1.60 -1.22
31 H -5.59 1.72 -1.60
32 C 2.97 -0.79 -0.38
33 H -8.09 1.35 -0.60
34 H 2.28 -4.03 0.34
35 N -3.06 -0.94 0.40
36 C 4.80 2.04 1.45

Calculated values
net charge = 0
orbital gap = 8.762 eV
E_HOMO = -8.32 eV
2S+1 = 1

For reference, the Mulliken charges in units of e are:
1 H 0.32
2 C -0.34
3 H 0.45
4 C 0.47
5 C 0.12
6 H 0.46
7 O -0.46
8 C -0.49
9 C -0.64
10 H 0.27
11 H 0.42
12 C -0.04
13 H 0.36
14 H 0.36
15 O -0.34
16 H 0.24
17 C -0.17
18 C -0.76
19 C -0.71
20 C 1.14
21 C -0.77
22 H 0.45
23 C -0.55
24 C -0.77
25 H 0.58
26 O -0.63
27 H 0.32
28 H 0.49
29 N 0.33
30 H 0.40
31 H 0.42
32 C 0.43
33 H 0.43
34 H 0.38
35 N -0.97
36 C -1.21

***

Entry ii
A single C15H16N2O3 molecule, computed with the ωB97M-V functional and the def2-TZVPD basis.

Positions of all 36 atoms, in Å:
1 H 3.53 0.33 1.83
2 C 2.19 3.14 0.46
3 H 1.14 -1.15 -1.07
4 C -0.08 -1.18 1.68
5 O -1.82 -1.86 0.11
6 H 5.04 2.75 1.94
7 C 2.81 4.45 0.08
8 C -1.99 -2.07 -1.22
9 H -0.79 -0.51 2.18
10 C 4.16 4.43 0.83
11 O 1.23 -0.68 1.74
12 H 2.20 5.31 0.35
13 C 3.15 2.28 1.00
14 H -0.67 -1.90 -2.95
15 H -4.06 -2.50 0.18
16 H 4.94 4.97 0.30
17 C -0.54 -1.47 0.28
18 H 4.03 4.90 1.81
19 C 4.49 2.94 1.02
20 N -4.21 -2.77 -0.78
21 H -5.69 -4.08 -1.08
22 C 0.52 1.45 0.76
23 O -3.52 -2.69 -2.93
24 H -5.66 -2.79 -2.10
25 H -0.51 1.14 0.65
26 C 0.12 -1.43 -0.91
27 H 0.13 3.38 -0.08
28 C 2.80 1.01 1.41
29 C 0.88 2.73 0.34
30 H -0.04 -2.12 2.25
31 C 1.47 0.60 1.29
32 C -3.28 -2.53 -1.74
33 H 5.09 2.57 0.18
34 C -0.82 -1.82 -1.89
35 H 2.97 4.48 -1.00
36 N -5.55 -3.06 -1.12

Calculated values
net charge = 0
orbital gap = 9.077 eV
E_HOMO = -8.37 eV
2S+1 = 1

For reference, the Mulliken charges in units of e are:
1 H 0.47
2 C 0.39
3 H 0.57
4 C -0.69
5 O -0.41
6 H 0.35
7 C -0.86
8 C 0.61
9 H 0.39
10 C -0.64
11 O -0.44
12 H 0.35
13 C 0.56
14 H 0.49
15 H 0.30
16 H 0.32
17 C 0.24
18 H 0.30
19 C -0.97
20 N 0.13
21 H 0.24
22 C -0.05
23 O -0.70
24 H 0.31
25 H 0.42
26 C 0.00
27 H 0.41
28 C -0.88
29 C -1.24
30 H 0.38
31 C 0.72
32 C 0.18
33 H 0.27
34 C -0.92
35 H 0.27
36 N -0.88

***

entry ii wins, 15.4 kcal/mol ahead of the next structure.

***

Entry i
A 2-piece molecular cluster, C4H9O2S overall, computed with the ωB97M-V functional and the def2-TZVPD basis.

Positions of all 16 atoms, in Å:
1 H 0.62 -2.17 -0.46
2 H -1.66 0.43 -2.13
3 C -1.33 -0.29 -1.39
4 H 0.72 -0.31 -2.09
5 O 0.91 1.76 1.44
6 O -1.30 1.33 1.58
7 H 2.01 0.38 0.99
8 C 0.17 -0.16 -1.15
9 H -1.86 -0.10 -0.46
10 H -0.02 1.15 3.12
11 C -0.15 1.43 2.04
12 H 0.39 0.85 -0.81
13 C 0.67 -1.14 -0.10
14 H -1.61 -1.28 -1.77
15 S 2.39 -0.81 0.42
16 H 0.04 -1.07 0.78

Calculated values
net charge = -1
orbital gap = 8.203 eV
E_HOMO = -4.65 eV
2S+1 = 1

For reference, the Mulliken charges in units of e are:
1 H 0.43
2 H 0.31
3 C -1.18
4 H 0.37
5 O -0.70
6 O -0.61
7 H 0.22
8 C -0.15
9 H 0.28
10 H 0.36
11 C 0.00
12 H 0.27
13 C -0.83
14 H 0.33
15 S -0.35
16 H 0.25

***

Entry ii
A 2-piece molecular cluster, C4H9O2S overall, computed with the ωB97M-V functional and the def2-TZVPD basis.

Positions of all 16 atoms, in Å:
1 C -1.99 -0.31 1.36
2 C 0.86 0.16 2.41
3 H -1.56 0.09 0.34
4 H 1.12 -0.91 2.42
5 C 0.82 -0.23 -2.49
6 H -2.97 0.14 1.54
7 H 1.24 0.57 3.32
8 C 0.72 1.35 -2.69
9 H 1.09 0.84 1.70
10 H -2.05 -1.42 1.15
11 S -0.98 0.00 2.84
12 H 0.72 1.84 -1.76
13 H 1.55 1.75 -3.26
14 O 0.57 -0.84 -3.54
15 O 1.23 -0.46 -1.35
16 H -0.33 1.52 -3.22

Calculated values
net charge = -1
orbital gap = 6.714 eV
E_HOMO = -3.64 eV
2S+1 = 1

For reference, the Mulliken charges in units of e are:
1 C -0.63
2 C -0.80
3 H 0.17
4 H 0.25
5 C 0.52
6 H 0.28
7 H 0.31
8 C -0.84
9 H 0.32
10 H 0.23
11 S -0.14
12 H 0.23
13 H 0.30
14 O -0.70
15 O -0.66
16 H 0.16

***

entry i wins, 34.9 kcal/mol ahead of the next structure.

***

Entry i
A 2-piece molecular cluster, C4H4FN overall, computed with the ωB97M-V functional and the def2-TZVPD basis.

Positions of all 10 atoms, in Å:
1 H -2.08 1.80 -0.39
2 H -0.10 1.50 -0.27
3 C -2.08 -0.30 0.55
4 F -2.24 -1.47 1.06
5 C -2.14 0.74 -0.03
6 N 0.89 1.32 -0.43
7 H 1.75 -1.71 -0.89
8 C 1.37 0.22 -0.25
9 C 2.01 -0.88 -0.12
10 H 2.61 -1.22 0.77

Calculated values
net charge = 0
orbital gap = 9.653 eV
E_HOMO = -8.97 eV
2S+1 = 1

For reference, the Mulliken charges in units of e are:
1 H 0.36
2 H 0.27
3 C 0.36
4 F -0.22
5 C -0.50
6 N -0.49
7 H 0.19
8 C 0.66
9 C -0.89
10 H 0.25

***

Entry ii
A single C4H4FN molecule, computed with the ωB97M-V functional and the def2-TZVPD basis.

Positions of all 10 atoms, in Å:
1 C 0.41 -0.63 0.40
2 F -0.08 -1.26 1.58
3 H -1.37 2.21 -0.41
4 C -0.53 0.31 -0.22
5 H 1.22 0.01 0.72
6 H 0.14 2.18 0.55
7 C 0.89 -1.74 -0.50
8 N 1.23 -2.59 -1.21
9 C -0.57 1.61 -0.02
10 H -1.34 -0.09 -0.90

Calculated values
net charge = 0
orbital gap = 11.683 eV
E_HOMO = -11.29 eV
2S+1 = 1

For reference, the Mulliken charges in units of e are:
1 C 0.41
2 F -0.27
3 H 0.25
4 C -0.07
5 H 0.17
6 H 0.25
7 C 0.11
8 N -0.34
9 C -0.74
10 H 0.23

***

Entry iii
A 2-piece molecular cluster, C4H4FN overall, computed with the ωB97M-V functional and the def2-TZVPD basis.

Positions of all 10 atoms, in Å:
1 N 4.43 0.82 0.44
2 H 0.14 -0.51 0.72
3 H -1.04 0.01 -0.58
4 H -0.15 -1.30 -0.94
5 C 3.37 0.59 0.02
6 C 0.94 0.44 -0.99
7 C -0.11 -0.35 -0.41
8 C 2.16 0.45 -0.60
9 H 0.66 0.92 -1.89
10 F 2.33 -1.65 1.08

Calculated values
net charge = 0
orbital gap (alpha / beta) = 6.381 / 6.388 eV
E_HOMO (alpha / beta) = -9.84 / -9.84 eV
2S+1 = 1

For reference, the Mulliken charges in units of e are:
1 N -0.31
2 H 0.33
3 H 0.44
4 H 0.29
5 C 0.32
6 C -0.09
7 C -1.03
8 C 0.35
9 H 0.35
10 F -0.64

***

Entry iv
A 2-piece molecular cluster, C4H4FN overall, computed with the ωB97M-V functional and the def2-TZVPD basis.

Positions of all 10 atoms, in Å:
1 F -0.19 -2.72 2.76
2 C 0.57 -1.96 2.12
3 H -2.35 -0.74 -0.70
4 C -0.60 0.61 -0.67
5 C 0.58 1.37 -1.05
6 C -1.53 -0.14 -0.55
7 H 0.57 2.21 -0.41
8 H 1.38 0.72 -1.08
9 N 1.17 -1.16 1.58
10 H 0.39 1.81 -2.01

Calculated values
net charge = 0
orbital gap = 10.237 eV
E_HOMO = -9.73 eV
2S+1 = 1

For reference, the Mulliken charges in units of e are:
1 F -0.18
2 C 0.42
3 H 0.43
4 C -0.05
5 C -1.08
6 C -0.20
7 H 0.29
8 H 0.31
9 N -0.25
10 H 0.31

***

entry ii wins, 53.1 kcal/mol ahead of the next structure.

***

Entry i
An isolated ion of composition C5H9N and charge -1, computed with the ωB97M-V functional and the def2-TZVPD basis.

Positions of all 15 atoms, in Å:
1 C 1.07 0.90 -0.37
2 H 1.78 1.42 0.29
3 C 0.92 1.39 -1.68
4 H -2.42 -1.90 -0.21
5 C 0.34 -0.02 1.77
6 H -1.34 -0.50 -1.12
7 H 1.49 2.22 -2.06
8 C 0.20 0.07 0.28
9 H 1.28 -0.56 2.01
10 C -0.61 -0.93 -0.41
11 H 0.32 0.76 -2.34
12 H 0.01 -1.82 -0.66
13 N -1.84 -1.26 0.33
14 H 0.42 1.01 2.16
15 H -0.54 -0.45 2.25

Calculated values
net charge = -1
orbital gap (alpha / beta) = 5.419 / 4.896 eV
E_HOMO (alpha / beta) = -1.13 / -0.78 eV
2S+1 = 2

For reference, the Mulliken charges in units of e are:
1 C -0.36
2 H 0.29
3 C -0.93
4 H 0.07
5 C -1.33
6 H 0.42
7 H 0.29
8 C 0.56
9 H 0.22
10 C -0.59
11 H 0.27
12 H 0.21
13 N -0.90
14 H 0.32
15 H 0.46

***

Entry ii
An isolated ion of composition C5H9N and charge -1, computed with the ωB97M-V functional and the def2-TZVPD basis.

Positions of all 15 atoms, in Å:
1 H -1.85 -0.50 -0.39
2 H -1.31 2.09 1.00
3 C 1.10 -0.79 0.92
4 H 1.06 -0.35 1.98
5 H 0.99 -0.43 -1.97
6 H 1.77 0.92 -1.32
7 H 2.16 -0.61 0.65
8 C 0.77 0.42 -1.36
9 H -1.76 0.24 1.20
10 C 0.10 -0.02 -0.10
11 H 0.12 1.20 -1.80
12 C -1.33 0.17 0.29
13 N -1.92 1.53 0.43
14 C 0.28 -1.58 -0.06
15 H -0.18 -2.29 0.53

Calculated values
net charge = -1
orbital gap (alpha / beta) = 5.354 / 4.191 eV
E_HOMO (alpha / beta) = -1.11 / -0.74 eV
2S+1 = 2

For reference, the Mulliken charges in units of e are:
1 H 0.31
2 H 0.15
3 C -0.61
4 H 0.33
5 H 0.34
6 H 0.28
7 H 0.17
8 C -1.40
9 H 0.40
10 C 0.70
11 H 0.41
12 C -0.54
13 N -0.96
14 C -0.94
15 H 0.37

***

entry i wins, 84.0 kcal/mol ahead of the next structure.

***

Entry i
A 2-piece molecular cluster, C6H16 overall, computed with the ωB97M-V functional and the def2-TZVPD basis.

Positions of all 22 atoms, in Å:
1 H 0.61 -0.51 -2.29
2 H 2.05 -1.27 -1.76
3 H 2.27 -2.21 0.47
4 H -0.18 1.28 -0.85
5 H 0.06 0.70 1.52
6 C -2.12 1.39 0.06
7 C 0.39 -1.86 -0.55
8 C -0.67 1.90 -0.11
9 H -0.41 2.38 1.94
10 C 1.21 -2.33 0.67
11 H -2.22 0.31 0.02
12 H 1.14 2.04 1.06
13 C 1.14 -0.82 -1.39
14 C 0.10 1.74 1.22
15 H 0.92 -1.75 1.55
16 H -0.61 -1.53 -0.30
17 H -2.49 1.64 1.06
18 H 0.94 -3.38 0.84
19 H -2.73 1.93 -0.67
20 H 1.17 0.12 -0.85
21 H -0.74 2.94 -0.44
22 H 0.17 -2.71 -1.20

Calculated values
net charge = -1
orbital gap (alpha / beta) = 2.604 / 11.865 eV
E_HOMO (alpha / beta) = 1.58 / -7.57 eV
2S+1 = 2

For reference, the Mulliken charges in units of e are:
1 H 0.42
2 H 1.02
3 H 0.53
4 H -0.69
5 H -0.36
6 C -2.51
7 C -0.42
8 C 0.82
9 H 1.09
10 C -2.21
11 H 0.83
12 H 0.36
13 C -1.40
14 C -1.41
15 H 0.67
16 H -0.80
17 H 0.42
18 H 0.47
19 H 0.48
20 H -0.38
21 H 0.58
22 H 1.50

***

Entry ii
A 2-piece molecular cluster, C6H16 overall, computed with the ωB97M-V functional and the def2-TZVPD basis.

Positions of all 22 atoms, in Å:
1 H -1.34 1.38 0.94
2 H -2.10 1.26 -2.62
3 C -0.60 2.87 -0.99
4 H 0.43 1.24 -1.78
5 H 0.75 -1.36 2.28
6 H 2.31 -3.10 0.52
7 C -1.54 0.65 -2.02
8 H 0.64 -2.64 0.43
9 C -0.52 1.38 -1.14
10 H -0.97 -0.02 -2.73
11 H 2.44 -1.39 1.95
12 C 1.33 -2.99 1.12
13 H -1.02 -0.16 0.27
14 H -2.34 0.04 -1.53
15 H 1.67 -2.55 3.06
16 C -0.71 0.85 0.32
17 H 1.42 -4.01 1.68
18 H 0.35 0.74 0.81
19 H -1.57 3.21 -1.03
20 H -0.20 3.28 -0.09
21 H 0.03 3.27 -1.66
22 C 1.54 -1.93 2.21

Calculated values
net charge = -1
orbital gap (alpha / beta) = 2.500 / 10.986 eV
E_HOMO (alpha / beta) = 1.49 / -6.95 eV
2S+1 = 2

For reference, the Mulliken charges in units of e are:
1 H 0.56
2 H 0.79
3 C -2.55
4 H 0.58
5 H -0.07
6 H 0.13
7 C -3.26
8 H 0.64
9 C 1.82
10 H 0.37
11 H 0.52
12 C -1.36
13 H 0.79
14 H 0.94
15 H 0.37
16 C -2.61
17 H 0.40
18 H 0.12
19 H 0.65
20 H 0.28
21 H 0.77
22 C -0.89

***

entry i wins, 48.2 kcal/mol ahead of the next structure.